<a>
Below is 2 unconnected molecules or ions with the total composition C3H6N2S, with properties calculated with ωB97M-V/def2-TZVPD.

The geometry in XYZ format:
```
12
Properties=species:S:1:pos:R:3:lowdin_charge:R:1
C -1.259 0.110 0.013 -0.53
C -0.352 -0.959 -0.191 -0.24
C 0.981 -0.972 -0.076 -0.70
H -1.373 2.187 -0.113 0.14
H 0.277 1.575 -0.161 0.05
H -3.185 0.472 0.218 0.03
H -2.712 -1.097 1.399 0.33
H -0.846 -1.886 -0.727 0.14
H 1.538 -1.854 -0.454 0.04
N -0.788 1.308 -0.249 0.13
N -2.561 -0.280 0.100 0.09
S 2.095 0.271 0.150 0.51
```

**Highest occupied orbital energy**: -7.520 eV
**Multiplicity**: 1
**LUMO**: -1.2 eV
**Kohn-Sham gap**: 6.4 eV
**Net charge**: 0


<b>
Below is C3H6N2S in the gas phase, with properties calculated with ωB97M-V/def2-TZVPD.

The geometry in XYZ format:
```
12
Properties=species:S:1:pos:R:3:lowdin_charge:R:1
N 0.096 0.594 1.337 0.12
C -0.091 -0.369 0.362 -0.41
N -0.511 -1.541 0.949 0.13
C -0.042 -0.164 -1.005 -0.16
C 0.426 1.047 -1.622 -0.66
S 0.795 2.466 -0.907 0.63
H 0.462 0.263 2.190 0.08
H 0.527 1.439 0.928 -0.04
H -0.962 -1.514 1.806 0.08
H -0.746 -2.286 0.321 0.10
H -0.429 -0.930 -1.640 0.08
H 0.477 0.995 -2.719 0.05
```

**Highest occupied orbital energy**: -8.036 eV
**Multiplicity**: 1
**LUMO**: 0.3 eV
**Kohn-Sham gap**: 8.4 eV
**SMILES**: NC(N)=CC=S
**Net charge**: 0


Most stable to least stable, the ends of the list are <b> and <a>.


<a>
Below is 2 unconnected molecules or ions with the total composition C3H6N2S, with properties calculated with ωB97M-V/def2-TZVPD.

The geometry in XYZ format:
```
12
Properties=species:S:1:pos:R:3:lowdin_charge:R:1
C -0.534 0.950 1.242 -0.39
C -0.626 -0.563 -0.873 -0.48
C 0.355 -0.092 1.328 -0.19
N -1.289 1.800 1.270 0.13
N 1.726 -0.062 0.981 0.05
S -2.196 0.186 -0.922 0.70
H 0.279 -0.187 -1.501 0.06
H -0.759 -1.618 -0.994 -0.01
H -0.024 -1.026 1.681 0.11
H 2.234 -0.922 1.065 0.09
H 1.728 0.473 0.142 0.06
H -1.828 1.495 -0.829 -0.12
```

**Highest occupied orbital energy (spin up / spin down)**: -7.655 / -7.633 eV
**Multiplicity**: 1
**LUMO (spin up / spin down)**: 0.0 / 0.0 eV
**Kohn-Sham gap (spin up / spin down)**: 7.7 / 7.6 eV
**Net charge**: 0


<b>
Below is C3H6N2S in the gas phase, with properties calculated with ωB97M-V/def2-TZVPD.

The geometry in XYZ format:
```
12
Properties=species:S:1:pos:R:3:lowdin_charge:R:1
S -2.485 -0.391 1.538 0.59
C -1.104 -0.166 0.714 -1.00
N -0.988 0.171 -0.609 -0.01
C 0.367 0.364 -1.091 -0.14
C 1.171 -0.136 0.110 -0.11
N 0.137 -0.270 1.149 0.01
H -1.845 0.366 -1.057 0.11
H 0.504 1.447 -1.174 0.12
H 0.566 -0.190 -2.013 0.12
H 1.884 0.544 0.484 0.10
H 1.569 -1.100 -0.094 0.11
H 0.223 -0.640 2.042 0.10
```

**Highest occupied orbital energy**: -8.181 eV
**Multiplicity**: 1
**LUMO**: 0.8 eV
**Kohn-Sham gap**: 8.9 eV
**SMILES**: S=C1NCCN1
**Net charge**: 0


<c>
Below is 2 unconnected molecules or ions with the total composition C3H6N2S, with properties calculated with ωB97M-V/def2-TZVPD.

The geometry in XYZ format:
```
12
Properties=species:S:1:pos:R:3:lowdin_charge:R:1
C -1.639 -0.031 0.595 -0.28
C -0.556 0.877 0.807 -0.13
C 0.681 0.521 0.064 -0.96
H -1.330 -1.105 -0.934 0.01
H -2.847 -1.502 -0.295 0.15
H -2.633 0.306 1.090 0.13
H -0.513 1.826 1.324 0.08
H 2.843 0.523 0.896 0.24
H 1.808 1.780 1.589 0.13
N -1.866 -1.138 -0.024 0.01
N 1.731 1.302 0.550 -0.07
S 0.794 -0.699 -1.009 0.68
```

**Highest occupied orbital energy**: -8.309 eV
**Multiplicity**: 1
**LUMO**: 0.1 eV
**Kohn-Sham gap**: 8.4 eV
**Net charge**: 0


<d>
Below is C3H6N2S in the gas phase, with properties calculated with ωB97M-V/def2-TZVPD.

The geometry in XYZ format:
```
12
Properties=species:S:1:pos:R:3:lowdin_charge:R:1
N -0.470 -0.365 1.855 0.02
C 0.205 -0.152 0.493 -0.39
C -0.671 -0.669 -0.703 -0.46
S -0.014 -0.071 -2.245 0.89
C 0.950 1.082 -1.417 -0.54
N 0.840 1.109 -0.133 -0.04
H -1.341 0.279 2.013 0.11
H 0.009 -0.325 2.738 0.04
H 1.245 -0.635 0.527 0.15
H -0.728 -1.797 -0.599 0.10
H -1.650 -0.258 -0.735 0.04
H 1.625 1.802 -1.793 0.06
```

**Highest occupied orbital energy**: -8.651 eV
**Multiplicity**: 1
**LUMO**: 0.9 eV
**Kohn-Sham gap**: 9.5 eV
**SMILES**: N[C@H]1CSC=N1
**Net charge**: 0


Most stable to least stable, the ends of the list are <b> and <a>.